{"formula": "C6H14N2O2", "method": "ωB97M-V with the def2-TZVPD basis set", "symbols": ["C", "C", "C", "C", "C", "C", "H", "H", "H", "H", "H", "H", "H", "H", "H", "H", "H", "H", "H", "H", "N", "N", "O", "O"], "positions_angstrom": [[-3.172, 0.700, 0.640], [-1.910, 0.454, -0.143], [-1.479, -0.664, -1.000], [-0.077, -0.911, -1.413], [2.204, -0.175, -0.359], [2.201, 1.408, 0.115], [-4.168, 1.274, 0.051], [-3.360, -0.290, 1.075], [-3.129, 1.288, 1.669], [-1.856, 1.579, -0.624], [-1.049, 0.528, 0.750], [-1.984, -0.576, -1.953], [-1.790, -1.318, -0.391], [0.346, -0.228, -2.392], [-0.179, -1.935, -1.960], [2.666, -0.958, 0.351], [2.751, -0.422, -1.384], [3.020, 2.118, -0.652], [2.471, 1.478, 1.170], [0.070, 1.186, 0.694], [0.777, -0.775, -0.408], [0.155, -1.295, 0.812], [0.756, 2.021, -0.049], [0.877, -1.284, 1.763]], "forces_ev_per_a": [[-3.3538, 0.0793, 1.4287], [3.2442, 8.1948, 1.3716], [-0.6364, 5.0606, -4.4925], [-0.6310, 0.6193, -7.1969], [-0.5545, -1.7114, -0.6048], [-0.8466, 0.9728, -2.9777], [3.0158, -2.2673, 1.4727], [-1.4100, -0.0717, -0.2510], [0.7482, -0.6103, -2.5025], [0.9154, -2.7727, 0.4766], [-2.1630, -0.2464, -1.7269], [-0.8502, -0.5517, -0.0146], [-2.3868, -6.6516, 3.3008], [-1.4988, -1.3543, 2.8103], [0.7437, 1.0505, 1.0971], [-0.1795, 1.9407, -0.5566], [-1.5229, 0.9418, 1.9650], [-2.7330, -2.2947, 2.5282], [0.1594, 0.0966, -0.3148], [2.8909, 3.8362, -3.4096], [3.4489, -0.1419, 5.6319], [2.6997, 0.6596, -1.5535], [1.0766, -4.8191, 3.3908], [-0.1762, 0.0412, 0.1276]], "total_energy_ev": -13514.394, "de_lowest_ev": 11.230, "total_charge": 0, "max_force_ev_per_a": 8.92, "orbital_gap_ev": 9.65}



{"formula": "C51H41CdN4O7P2", "method": "ωB97M-V with the def2-TZVPD basis set", "symbols": ["Cd", "O", "C", "O", "C", "C", "C", "C", "C", "N", "C", "O", "O", "H", "H", "H", "H", "H", "O", "C", "C", "C", "C", "C", "C", "P", "C", "C", "C", "C", "C", "C", "C", "C", "C", "C", "C", "C", "C", "C", "C", "C", "C", "C", "P", "C", "C", "C", "C", "C", "C", "C", "C", "C", "C", "C", "C", "H", "H", "H", "H", "H", "H", "H", "H", "H", "H", "H", "H", "H", "H", "H", "H", "H", "H", "H", "H", "H", "H", "H", "H", "H", "H", "H", "H", "N", "C", "O", "C", "N", "C", "O", "C", "C", "C", "C", "N", "C", "H", "H", "H", "H", "H", "H", "H", "H"], "positions_angstrom": [[-0.890, -0.248, 0.816], [1.009, -3.971, 2.345], [0.388, -2.824, 2.064], [0.147, -2.445, 0.978], [0.184, -1.984, 3.237], [0.719, -2.356, 4.445], [0.730, -1.362, 5.476], [0.156, -0.109, 5.132], [-0.385, 0.133, 3.892], [-0.369, -0.802, 2.962], [-1.140, 1.439, 3.509], [-0.974, 2.516, 4.218], [-1.924, 1.375, 2.606], [1.090, -4.471, 1.518], [1.151, -3.268, 4.586], [1.180, -1.540, 6.504], [0.134, 0.700, 5.809], [-0.133, 2.456, 4.725], [2.007, 1.125, -1.340], [2.771, 2.124, -0.752], [3.172, 3.186, -1.563], [3.962, 4.177, -0.973], [4.302, 4.143, 0.325], [3.987, 3.030, 1.072], [3.123, 2.058, 0.596], [2.484, 0.560, 1.387], [3.834, -0.587, 1.123], [3.433, -1.887, 0.692], [4.372, -2.830, 0.281], [5.750, -2.561, 0.317], [6.156, -1.352, 0.869], [5.191, -0.372, 1.186], [2.730, 1.098, 3.197], [3.364, 0.289, 4.158], [3.478, 0.736, 5.473], [2.901, 1.922, 5.822], [2.250, 2.741, 4.904], [2.243, 2.359, 3.567], [0.633, 1.414, -1.739], [0.074, 2.858, -1.738], [-0.269, 3.409, -3.062], [-0.560, 2.520, -4.037], [-0.188, 1.111, -3.944], [0.266, 0.500, -2.843], [0.282, -1.316, -2.546], [-1.557, -1.682, -2.696], [-2.556, -0.651, -2.681], [-3.888, -0.961, -2.481], [-4.263, -2.323, -2.256], [-3.347, -3.333, -2.404], [-1.967, -2.994, -2.609], [1.023, -1.814, -4.159], [2.426, -1.630, -4.367], [3.050, -2.032, -5.527], [2.355, -2.736, -6.503], [0.975, -3.006, -6.277], [0.333, -2.504, -5.142], [2.882, 3.158, -2.598], [4.203, 5.034, -1.584], [4.825, 4.958, 0.780], [4.371, 2.977, 2.064], [2.363, -2.085, 0.564], [4.083, -3.831, -0.011], [6.470, -3.318, -0.036], [7.183, -1.185, 0.931], [5.544, 0.508, 1.655], [3.827, -0.671, 3.824], [3.874, 0.085, 6.273], [2.974, 2.287, 6.865], [1.840, 3.717, 5.078], [1.770, 2.971, 2.845], [0.623, 3.512, -1.076], [-0.417, 4.470, -3.083], [-0.879, 2.832, -5.025], [-0.535, 0.503, -4.777], [-2.244, 0.396, -2.726], [-4.683, -0.184, -2.429], [-5.326, -2.433, -2.042], [-3.552, -4.405, -2.301], [-1.169, -3.795, -2.666], [3.044, -1.190, -3.553], [4.116, -1.858, -5.671], [2.780, -3.018, -7.476], [0.506, -3.587, -7.064], [-0.754, -2.672, -5.039], [-1.048, 2.365, -0.835], [-0.415, 1.247, -0.650], [-7.541, 2.797, -2.004], [-8.076, 2.176, -0.888], [-7.358, 0.994, -0.403], [-6.150, 1.243, 0.116], [-5.692, 2.357, 0.297], [-5.285, 0.018, 0.476], [-5.793, -1.242, 0.770], [-4.964, -2.327, 0.944], [-3.563, -2.007, 1.059], [-3.111, -0.794, 0.880], [-3.937, 0.182, 0.535], [-6.821, 3.361, -1.740], [-9.124, 1.871, -1.145], [-8.114, 2.883, -0.058], [-7.623, 0.090, -0.774], [-6.839, -1.458, 0.774], [-5.370, -3.288, 1.230], [-2.856, -2.803, 1.303], [-3.445, 1.129, 0.246]], "forces_ev_per_a": [[0.0118, 0.3901, -0.6492], [-0.4108, -0.0970, -0.2339], [1.1184, -1.2960, 1.9214], [-1.0970, 0.4081, -3.1138], [0.0852, 0.5328, 0.4801], [-0.7963, 3.8275, 1.7932], [-0.3986, 0.1170, -0.5966], [0.7003, -1.3727, 0.6515], [-0.3616, 0.3232, -0.0383], [0.1224, -0.1702, -0.0087], [0.0780, -1.8579, -0.3772], [0.9684, 0.6005, 0.9497], [-0.1656, 0.1775, -0.3605], [0.1575, -0.0444, -0.0106], [0.9950, -2.3167, 0.2897], [-0.6770, 0.2292, -1.5729], [0.1358, 0.5330, 1.0350], [-0.4459, 0.1854, -0.1850], [0.1281, 0.1708, 0.1506], [-0.8180, 0.4987, -1.2269], [0.6294, -0.5041, 1.2463], [-1.4080, 0.4809, -2.8432], [0.6625, -0.4058, 1.3847], [-0.4519, 0.0671, 0.5160], [0.0888, -0.5786, -1.0243], [0.0298, 0.7718, 1.8484], [-0.2182, -2.4208, -0.9052], [0.1332, 0.5635, -0.3914], [0.3958, -0.1290, 0.2792], [-0.6097, -0.0769, 0.3801], [-2.0599, -0.2148, -0.9411], [1.0832, -0.7638, 0.6906], [0.6137, -0.4408, -0.6850], [0.2991, -0.2630, -0.9803], [-0.1617, -1.4040, 0.1685], [-0.4750, 1.7770, 1.7428], [0.6170, -0.3407, -1.1759], [-0.2403, -1.4559, 0.8702], [0.4013, -0.4448, 2.5093], [0.0645, -0.2274, -0.0055], [-0.9745, -0.9816, 0.1184], [1.4859, 1.0243, -0.2368], [-1.2999, -0.8025, -0.0469], [0.2966, 0.9015, -0.5887], [-0.1226, 0.4324, -0.5365], [-0.2068, 1.2102, -0.0460], [0.6501, -0.2058, 0.2983], [-0.2779, -0.8390, 0.3862], [-0.5405, 1.6644, -0.6888], [1.8406, -0.3860, 0.0762], [-0.2026, -1.2268, 0.1992], [1.1760, -0.4012, -0.3122], [-0.6374, 0.3487, 1.4890], [0.5177, -0.3304, -0.4597], [-1.8304, -0.0107, 0.0391], [1.8333, 0.4828, -0.5107], [-0.9305, -0.5272, -0.4547], [0.0210, 0.2706, -0.2755], [0.2232, 0.1245, -0.0287], [0.4172, 0.2133, 0.1076], [0.0364, -0.1002, 0.7183], [0.5046, -0.0129, 0.0586], [-0.3104, 0.1112, -0.2438], [-0.4040, 0.5101, 0.3107], [1.4477, 0.6602, 0.3362], [0.3649, 1.1047, 0.0888], [-0.5044, 0.7968, 0.4381], [0.1282, 0.4855, -0.6906], [-0.0652, -0.4029, -0.6442], [-0.0168, 0.3200, 0.7954], [-0.3341, 0.6370, -0.6861], [0.4586, 0.3036, -0.3354], [-0.2341, 0.3890, -0.5924], [-0.1415, 0.2116, 0.1306], [0.1959, -0.0657, -0.0482], [-0.1929, -0.3870, -0.1293], [0.8594, -0.5597, -0.1123], [0.3169, -0.6636, -0.0738], [-0.3473, 0.5597, -0.0279], [-1.2132, 0.8129, 0.1389], [-0.5905, -0.1545, -0.6829], [-0.2223, 0.1026, 0.1464], [0.0655, 0.0044, 0.6982], [-0.5117, 0.1641, 0.3348], [0.6587, 0.0532, -0.0023], [0.5772, -0.3692, -0.3767], [-0.4760, -0.0893, 0.2641], [-0.2239, -0.5830, -0.7098], [-1.5597, -0.0790, 0.4472], [-0.8580, 0.5775, -0.7715], [1.8169, -0.9513, 0.6270], [-0.3544, -0.1236, -0.1581], [-1.3634, 0.5723, 0.0057], [-0.0494, -0.5985, -0.6432], [1.9730, 1.2305, 1.2167], [-2.1231, -1.8620, 0.0295], [0.9370, -0.4817, -0.1566], [0.8569, 1.5113, -0.5863], [0.5547, 0.3179, 0.3129], [1.0181, 0.1559, 0.2169], [-0.0719, -0.1567, 0.0534], [0.3068, 0.1891, 0.1681], [-0.7066, 0.2614, 0.0438], [0.2400, -0.1205, -0.3152], [-0.0564, 0.2918, -0.0826], [-0.5481, -0.3634, 0.3787]], "total_energy_ev": -96979.617, "de_lowest_ev": 1.047, "total_charge": 1, "max_force_ev_per_a": 4.30, "orbital_gap_ev": 6.33}



{"formula": "C30H34F6O3", "method": "ωB97M-V with the def2-TZVPD basis set", "symbols": ["C", "C", "O", "C", "C", "C", "O", "C", "C", "C", "C", "C", "C", "C", "C", "C", "C", "O", "H", "H", "H", "H", "H", "H", "H", "H", "H", "H", "H", "H", "H", "H", "H", "H", "H", "H", "H", "H", "H", "H", "H", "H", "H", "F", "C", "F", "F", "C", "C", "C", "C", "C", "C", "C", "C", "C", "C", "F", "F", "F", "C", "C", "C", "C", "H", "H", "H", "H", "H", "H", "H", "H", "H"], "positions_angstrom": [[3.182, -1.206, 0.819], [1.945, -0.364, 1.021], [1.214, -0.740, 2.163], [0.013, -0.077, 2.171], [-0.877, -0.405, 3.258], [-2.184, 0.137, 3.407], [-3.007, -0.388, 4.153], [-2.595, 1.368, 2.652], [-3.152, 1.066, 1.259], [-4.541, 0.380, 1.258], [-4.505, -1.058, 0.698], [-4.381, -2.146, 1.783], [-3.481, -3.320, 1.354], [-2.004, -3.070, 1.689], [-1.700, -3.355, 3.164], [-0.332, -2.825, 3.628], [-0.431, -1.426, 4.235], [-0.311, 0.706, 1.282], [3.762, -0.868, -0.042], [3.822, -1.162, 1.699], [2.912, -2.251, 0.665], [2.190, 0.699, 1.142], [1.268, -0.443, 0.159], [-3.345, 1.898, 3.245], [-1.732, 2.043, 2.589], [-3.188, 1.995, 0.673], [-2.429, 0.433, 0.733], [-4.951, 0.371, 2.274], [-5.253, 0.992, 0.688], [-5.391, -1.257, 0.082], [-3.668, -1.141, -0.006], [-3.978, -1.699, 2.698], [-5.382, -2.500, 2.064], [-3.802, -4.247, 1.846], [-3.613, -3.503, 0.279], [-1.349, -3.683, 1.056], [-1.750, -2.032, 1.447], [-2.482, -2.907, 3.789], [-1.782, -4.435, 3.342], [0.109, -3.508, 4.366], [0.366, -2.807, 2.782], [0.533, -1.110, 4.656], [-1.142, -1.436, 5.070], [-1.506, 5.969, -2.720], [-1.868, 5.034, -3.618], [-3.127, 4.621, -3.376], [-1.772, 5.529, -4.866], [-0.925, 3.851, -3.496], [-1.424, 2.563, -3.513], [-0.583, 1.486, -3.404], [0.811, 1.661, -3.259], [1.627, 0.507, -3.138], [2.993, 0.366, -2.785], [3.774, 1.383, -2.197], [5.104, 1.184, -1.926], [5.704, -0.035, -2.192], [7.185, -0.252, -1.944], [7.363, -1.495, -1.458], [7.835, -0.115, -3.115], [7.621, 0.662, -1.059], [4.947, -1.067, -2.712], [3.618, -0.883, -2.995], [1.298, 2.983, -3.302], [0.441, 4.051, -3.404], [-2.488, 2.428, -3.611], [-0.990, 0.491, -3.426], [1.126, -0.420, -3.360], [3.311, 2.305, -1.898], [5.708, 1.966, -1.493], [5.425, -2.017, -2.880], [3.046, -1.700, -3.398], [2.357, 3.161, -3.332], [0.811, 5.063, -3.417]], "forces_ev_per_a": [[-0.1052, -0.2752, 0.5192], [0.3871, 0.5155, -0.9086], [-0.4318, 0.1636, 0.1167], [-1.6252, 0.4717, 0.5630], [1.5542, -0.6864, -0.0264], [-0.5263, 0.7070, -0.4689], [-0.2692, -0.2662, 0.6391], [0.2105, 0.9166, -0.0421], [-0.0956, -0.1755, -0.2779], [-0.1025, 0.1087, -0.1012], [-0.1561, 0.0324, 0.0204], [0.0491, -0.0592, 0.0654], [-0.1442, -0.0560, -0.0141], [-0.1255, -0.1083, -0.0723], [-0.0488, 0.0549, 0.0952], [0.0702, -0.6086, -0.0756], [-0.0212, 0.0701, 0.5473], [0.9795, -0.0985, -0.2772], [-0.1381, 0.0996, 0.0104], [0.1075, 0.0127, 0.0269], [0.0075, -0.0542, -0.0463], [0.1219, -0.1073, -0.3015], [0.2855, 0.1043, -0.0259], [-0.0981, -0.2404, 0.0489], [-0.1805, -0.1770, -0.2323], [-0.0340, -0.0749, 0.2067], [-0.2141, 0.1321, 0.1002], [0.1034, -0.1148, -0.0581], [0.1968, -0.1222, -0.0622], [0.0142, 0.0223, 0.1670], [0.0653, 0.0275, 0.1073], [-0.0355, -0.1295, -0.1927], [0.1418, 0.0177, -0.1551], [0.0487, 0.0767, 0.0192], [0.0453, 0.0600, 0.0784], [-0.0681, -0.0351, 0.0918], [-0.0546, 0.0374, 0.0389], [0.0845, 0.0362, -0.0853], [0.1293, 0.0681, -0.1292], [-0.1069, 0.1011, 0.0059], [-0.1233, -0.0668, 0.1567], [0.0871, -0.2153, -0.1350], [0.0984, -0.0866, -0.2008], [-0.6042, 0.1743, -0.5383], [0.9287, -1.4262, 0.3213], [0.2424, 0.9066, -0.2402], [-0.4916, 0.4182, 0.4508], [-0.1892, -0.0954, 0.0949], [-0.4745, 0.0142, -0.0485], [0.2405, -0.1586, 0.0332], [0.0524, -0.0577, -0.0808], [-0.0757, 0.1833, 0.1405], [0.0877, 0.1195, 0.1070], [-0.2067, -0.0082, 0.0292], [0.3831, 0.1978, 0.1309], [0.0772, 0.0805, -0.0136], [-1.7727, 0.2897, -0.0628], [0.6963, 0.5094, -0.1507], [0.4833, -0.1793, 0.6212], [0.5939, -0.5802, -0.3473], [0.1820, -0.3664, -0.0762], [-0.1684, 0.0653, -0.0767], [0.0728, 0.1391, -0.0793], [0.1706, 0.2687, 0.0354], [-0.1023, -0.1970, 0.0179], [-0.0781, -0.2438, 0.0638], [-0.1697, -0.2897, -0.0543], [-0.0066, 0.1578, 0.0622], [-0.0966, 0.1696, 0.1120], [-0.0666, -0.2257, -0.0891], [-0.1568, -0.1494, -0.0998], [0.1351, 0.0966, 0.0437], [0.2313, 0.1086, -0.0426]], "total_energy_ev": -54106.458, "de_lowest_ev": 0.215, "total_charge": 0, "max_force_ev_per_a": 1.80, "orbital_gap_ev": 2.03}



{"formula": "CH3NO3", "method": "ωB97M-V with the def2-TZVPD basis set", "symbols": ["C", "N", "O", "O", "O", "H", "H", "H"], "positions_angstrom": [[0.263, -0.073, -0.635], [0.268, -1.825, 0.770], [1.341, -1.875, 1.283], [-1.366, 1.297, 0.108], [0.038, 1.092, -0.079], [1.246, -0.235, -0.704], [-0.274, -0.466, -1.550], [-1.517, 2.085, 0.807]], "forces_ev_per_a": [[-3.2800, -2.5278, -0.9630], [2.6870, 0.5289, 0.8849], [-2.9226, 0.2691, -1.4704], [-1.5699, 1.7057, 1.5811], [-0.0676, 1.9800, 1.0324], [3.8009, -0.2935, -0.0777], [-0.0777, 0.8776, 1.2423], [1.4300, -2.5400, -2.2296]], "total_energy_ev": -8710.416, "de_lowest_ev": 6.550, "total_charge": 0, "max_force_ev_per_a": 4.25, "orbital_gap_ev": [7.69, 8.09]}